# 1
Formula: C8H10BaFNO2S
Source: the Open Molecules 2025 dataset
Level of theory: ωB97M-V/def2-TZVPD

Structure (XYZ):
```
24
Properties=species:S:1:pos:R:3:lowdin_charge:R:1
C -0.070 3.831 0.925 -0.182
C -0.103 2.165 0.839 -0.185
C -1.055 1.532 -0.362 -0.067
C -1.097 -0.099 -0.527 0.013
C -0.187 -0.992 0.528 -0.090
C -0.234 -2.643 0.279 -0.213
N -0.362 -3.027 -1.179 -0.174
S 1.151 -2.931 -2.046 0.864
O 2.015 -4.215 -2.003 -0.313
O 2.060 -1.741 -1.653 -0.326
F 0.724 -2.683 -3.723 -0.241
C 0.740 -0.357 1.737 0.041
C 0.781 1.285 1.904 0.009
H 1.022 4.234 0.664 0.136
H -0.321 4.161 2.021 0.116
H -0.842 4.270 0.153 -0.257
H -1.674 2.177 -1.129 0.021
H -1.726 -0.644 -1.378 0.121
H 0.629 -3.211 0.851 0.149
H -1.245 -2.992 0.807 0.157
H -0.667 -4.044 -1.253 0.141
H 1.370 -1.065 2.455 0.129
H 1.440 1.847 2.726 0.124
Ba -2.349 5.141 -0.636 2.026
```

Summary:
Frontier orbital gap, eV: 5.29
Multiplicity: 1
Charge: +2

---

# 2
Formula: C7H4N2O4
Source: the Open Molecules 2025 dataset
Level of theory: ωB97M-V/def2-TZVPD

Structure (XYZ):
```
17
Properties=species:S:1:pos:R:3:lowdin_charge:R:1
O -0.092 -4.825 1.802 -0.020
C -0.134 -4.427 0.665 -0.810
O -0.905 -4.476 -0.281 -0.065
N 1.011 -3.526 0.165 0.161
C 0.977 -2.409 0.545 -0.109
C 0.710 -1.157 0.717 -0.252
C -0.426 -0.530 -0.036 -0.159
C -0.376 0.859 0.533 -0.135
C 0.557 0.913 1.481 -0.130
N 1.274 -0.288 1.663 -0.014
C 2.752 -0.314 1.807 -0.767
O 3.269 0.684 1.296 -0.066
O 3.204 -1.235 2.470 -0.023
H -1.443 -0.972 0.036 0.104
H -0.336 -0.494 -1.145 0.098
H -0.990 1.697 0.130 0.078
H 0.867 1.649 2.230 0.111
```

Summary:
Structure (SMILES): O=C([O-])N=C=C1CC=CN1C(=O)[O-]
Frontier orbital gap, eV: 5.72
Multiplicity: 1
Charge: -2